115
Properties=species:S:1:pos:R:3:forces:R:3 method="wB97M-V/def2-TZVPD" total_charge=0 fmax_ev_per_a=3.4 spin_multiplicity=1 de_lowest_kj_mol=0.0 smiles="O=S1(=O)CCCC1.O=S1(=O)CCCC1.O=S1(=O)CCCC1.c1cc[nH]c1.c1cc[nH]c1.c1cc[nH]c1.c1cc[nH]c1.c1cc[nH]c1.c1cc[nH]c1.c1cc[nH]c1" homo_energy_ha=-0.292 gap_ev=8.30
O 1.0157 -7.1868 -4.6606 0.0 0.2 -0.1
S 0.0725 -6.7550 -3.6645 0.3 0.6 1.1
O -1.3432 -6.8574 -3.8935 -0.3 0.3 -0.4
C 0.3936 -7.6325 -2.0966 1.2 0.1 -0.8
C 0.9353 -6.5808 -1.1309 0.2 0.4 0.5
C 0.2487 -5.2012 -1.4679 1.2 -1.5 -1.7
C 0.4956 -5.0492 -3.0223 -0.2 -0.3 0.9
H 1.0810 -8.4779 -2.3428 -0.5 0.8 0.3
H -0.5505 -8.0131 -1.7600 -0.5 -0.2 0.0
H 0.7568 -6.9579 -0.1256 -0.4 0.3 0.3
H 2.0272 -6.4804 -1.1354 -0.2 0.1 -0.6
H 0.6833 -4.3447 -0.9826 0.2 0.0 0.4
H -0.8075 -5.2692 -1.2883 -0.6 0.1 0.1
H 1.5629 -4.8500 -3.2466 -0.6 -0.3 0.2
H -0.1180 -4.2195 -3.4114 0.1 -0.8 -0.3
O -2.3373 5.0468 3.6418 0.6 0.0 -0.7
S -0.9487 5.1006 3.2026 0.9 1.4 0.7
O 0.0757 5.1452 4.2388 -0.5 -0.3 -0.6
C -0.4975 3.8548 1.9649 0.3 -0.2 0.8
C -0.5528 4.6111 0.6714 -0.8 1.3 -1.5
C 0.1318 5.9707 0.8682 -0.6 0.2 1.7
C -0.6455 6.5526 2.0971 0.5 -0.3 -0.4
H -1.1692 3.0077 2.1212 0.2 0.1 -0.4
H 0.5393 3.5752 2.2242 -0.5 0.1 -0.1
H -0.1286 4.1423 -0.2129 -0.1 -0.5 0.2
H -1.6078 4.9046 0.4323 0.5 -0.7 0.0
H 0.0342 6.6857 0.0572 -0.1 -0.3 -0.4
H 1.1979 5.8797 1.0867 -0.2 -0.1 0.1
H -1.6101 6.9505 1.7684 0.1 -0.1 0.2
H -0.0557 7.3227 2.6049 -0.4 -0.3 0.3
O 2.8490 -4.5283 0.0579 -0.2 0.3 0.3
S 3.0988 -3.8345 1.3039 0.1 -0.1 0.1
O 3.4792 -2.4379 1.2581 -0.1 -0.1 0.2
C 1.7185 -4.0973 2.4573 0.7 -0.9 -1.1
C 2.1535 -5.4006 3.1749 -1.0 0.0 0.3
C 3.6427 -5.3005 3.5089 -0.6 0.6 -1.8
C 4.2937 -4.8228 2.1856 0.9 -0.3 0.5
H 0.9215 -4.2327 1.7160 -0.3 0.0 0.7
H 1.5790 -3.2315 3.0912 0.0 0.1 0.1
H 1.6084 -5.5099 4.1300 -0.1 -0.2 -0.6
H 1.9369 -6.2392 2.4956 0.0 0.1 0.4
H 4.0492 -6.2584 3.8416 0.1 0.5 0.3
H 3.6651 -4.4759 4.2049 0.7 -0.1 0.7
H 4.5911 -5.6571 1.5291 -0.2 0.4 0.2
H 5.1392 -4.1517 2.3415 0.1 -0.2 0.0
C -2.0379 0.2320 3.1387 -0.6 1.0 1.0
C -1.5938 0.7450 4.4105 1.5 -1.4 -0.4
C -2.0335 2.0187 4.5309 -1.3 0.8 -0.2
N -2.8444 2.2663 3.4441 -0.7 -0.1 -0.5
C -2.8781 1.1852 2.6115 0.5 -0.5 -0.4
H -1.8380 -0.7174 2.7204 0.2 -0.7 -0.3
H -0.9060 0.2104 5.0861 -0.6 0.5 -0.4
H -2.0099 2.7609 5.3111 0.3 -0.1 0.1
H -3.3684 3.1036 3.2296 0.3 0.0 0.5
H -3.4426 1.1480 1.6732 0.2 0.3 0.6
C -5.5968 -0.1530 -0.5590 -0.7 -0.7 -0.3
C -4.3839 0.4711 -0.7876 1.6 1.2 -0.1
C -4.5793 1.6845 -1.3880 -1.6 -0.2 -0.2
N -5.9388 1.7837 -1.6017 -0.6 -0.2 0.1
C -6.5618 0.6544 -1.0923 0.1 0.5 -0.7
H -5.7171 -1.1534 -0.1863 -0.2 0.0 0.2
H -3.3911 0.1568 -0.6038 0.6 -0.7 0.6
H -3.9384 2.4939 -1.6395 0.5 0.3 -0.2
H -6.4409 2.5069 -2.1127 0.5 -0.3 0.4
H -7.5914 0.4421 -1.3226 -0.1 0.2 0.3
C 3.2403 4.4930 -0.4484 -0.3 1.0 0.9
C 2.6865 3.1874 -0.5577 0.4 0.0 0.6
C 2.6513 2.7107 0.7340 -0.3 -0.8 0.2
N 3.1073 3.6774 1.5902 0.1 0.4 0.6
C 3.4480 4.8187 0.9178 -0.4 -1.5 -3.0
H 3.3716 5.1755 -1.2728 0.1 0.1 0.0
H 2.3919 2.6089 -1.4429 0.2 0.5 0.5
H 2.3203 1.7269 1.0900 0.3 0.7 -0.1
H 3.2594 3.5740 2.5820 -0.2 -0.2 -0.1
H 3.7489 5.7600 1.3310 0.2 -0.1 0.4
C -1.7572 3.2460 -4.1290 0.1 0.0 -0.3
C -0.5738 3.5353 -3.4101 0.6 -0.1 0.5
C -0.5146 4.8914 -3.2044 0.4 -0.1 0.1
N -1.5848 5.4702 -3.7997 -0.5 -0.6 -0.7
C -2.3030 4.4678 -4.4126 -1.6 0.5 0.0
H -2.1391 2.2525 -4.4012 0.2 0.7 0.0
H 0.1945 2.8316 -3.1242 -0.1 0.0 0.2
H 0.2012 5.5235 -2.7350 0.5 0.0 0.3
H -1.7931 6.4626 -3.8359 0.1 -0.6 0.0
H -3.2427 4.7041 -4.8984 0.2 0.0 0.0
C 3.1256 -1.0889 6.4741 -0.6 -0.1 -1.2
C 1.9705 -0.3807 6.0445 0.5 0.0 -1.3
C 1.9924 -0.3594 4.6464 0.2 0.3 0.1
N 3.1308 -1.0319 4.2217 -1.2 0.1 0.6
C 3.7635 -1.5087 5.3295 1.0 -0.7 0.1
H 3.3763 -1.2937 7.4876 0.3 -0.2 0.4
H 1.2561 0.0511 6.7113 -0.3 0.3 0.0
H 1.3883 0.1367 3.8798 0.0 -0.3 0.7
H 3.2994 -1.3186 3.2602 0.1 0.2 0.3
H 4.6031 -2.1829 5.2048 0.0 0.3 0.1
C 0.0302 -1.3046 -0.6286 -0.6 -1.8 -1.9
C 0.5744 -0.2614 0.0474 0.0 2.8 1.8
C -0.1360 0.8867 -0.3119 1.2 0.9 -0.2
N -0.9328 0.5713 -1.3879 0.0 -1.1 0.7
C -0.8683 -0.7779 -1.5473 0.2 -1.4 -0.1
H 0.3419 -2.3440 -0.5342 -0.2 0.4 -0.2
H 1.3794 -0.2780 0.7788 -0.4 -0.1 -0.1
H 0.0170 1.9171 0.0323 -0.2 -0.6 -0.3
H -1.6224 1.0870 -1.9043 0.1 0.6 0.3
H -1.3934 -1.3117 -2.3294 -0.2 0.3 0.1
C -0.6203 -0.4073 -5.5790 -1.1 -0.9 2.1
C -0.8418 0.4921 -6.6058 0.7 1.5 -0.1
C -0.9777 -0.2239 -7.7418 -0.4 -0.7 -1.3
N -1.0296 -1.5513 -7.3929 0.3 -1.0 -0.2
C -0.8442 -1.6860 -6.0259 0.5 0.4 -1.2
H -0.5387 -0.0994 -4.5517 0.2 -0.2 0.2
H -0.8400 1.5618 -6.4375 0.1 -0.1 -0.5
H -0.9835 0.0611 -8.7879 -0.3 0.0 0.3
H -0.9862 -2.3422 -8.0482 -0.2 0.9 0.6
H -0.8596 -2.6657 -5.5737 0.1 0.2 0.1